Here is C29H29N8O6SeTa as an isolated structure from the OMol25 dataset. Energies are from the ωB97M-V functional and the def2-TZVPD basis.

Geometry as XYZ:
```
74
Properties=species:S:1:pos:R:3:forces:R:3:mulliken_charge:R:1
Ta -0.277918 -0.166399 0.170429 -0.394 -0.400 -0.369 0.758
C -7.465179 0.315539 1.552093 -0.013 0.000 -0.001 -1.566
C -5.965396 0.428438 1.514970 -0.008 -0.011 -0.035 0.181
C -5.233808 0.856491 2.612970 0.027 0.006 0.032 -1.345
C -3.859058 0.987899 2.560010 -0.050 0.014 0.006 -0.969
C -3.111633 0.667012 1.416062 0.028 0.010 0.000 1.563
N -1.726777 0.772492 1.370218 0.168 0.173 0.591 1.028
C -1.078495 1.237538 2.550876 -0.153 -0.005 -0.143 -1.284
C -1.128402 0.555826 3.766289 0.001 0.053 -0.025 0.231
C -0.406192 1.003359 4.854950 -0.011 -0.052 0.037 -1.047
C 0.414923 2.126352 4.774479 0.038 0.050 0.023 0.671
C 1.255798 2.557092 5.944449 0.012 -0.002 -0.002 -1.568
C 0.497374 2.787623 3.559618 -0.012 0.021 -0.039 -0.501
C -0.244220 2.345861 2.475006 -0.028 0.023 0.007 0.421
N -0.068663 2.956711 1.201559 0.002 0.006 -0.055 -0.181
C -0.070524 4.262465 0.877119 0.007 -0.042 0.026 -0.054
C 0.164294 4.351822 -0.477674 0.021 0.027 0.011 -1.513
C 0.296608 3.024492 -0.900228 -0.043 0.041 0.027 -0.277
N 0.155064 2.190362 0.119928 0.167 0.187 -0.128 0.468
C -3.869089 0.283978 0.296863 0.038 -0.035 0.015 0.396
C -5.252989 0.178609 0.354527 -0.003 -0.016 0.012 -0.686
N -3.257342 0.107420 -0.977595 -0.101 0.183 -0.044 0.334
C -3.783176 -0.518294 -2.043196 -0.028 0.035 0.107 -0.100
C -3.058741 -0.140511 -3.150522 0.013 0.020 -0.058 -1.259
C -2.086209 0.719609 -2.646675 0.039 0.038 -0.036 -0.155
N -2.188755 0.871283 -1.328152 0.042 -0.562 0.056 -0.431
H -7.818696 0.154631 2.570542 0.005 0.001 -0.005 0.387
H -7.817477 -0.515305 0.940004 0.007 0.003 0.001 0.374
H -7.941312 1.225244 1.178599 0.006 -0.002 0.000 0.289
H -5.745301 1.103851 3.536437 0.001 -0.001 -0.007 0.365
H -3.352118 1.350118 3.439915 0.006 0.002 -0.004 0.377
H -1.728704 -0.342745 3.829390 0.003 0.001 0.009 0.665
H -0.452685 0.451654 5.786773 -0.007 -0.001 -0.012 0.392
H 0.809715 2.242725 6.887303 -0.006 0.000 -0.003 0.414
H 1.378829 3.639970 5.970176 0.004 -0.004 -0.006 0.384
H 2.249917 2.108879 5.882618 -0.008 0.002 -0.001 0.250
H 1.171855 3.627705 3.436165 -0.002 -0.009 0.004 0.472
H -0.249941 5.010057 1.631115 0.005 0.011 -0.030 0.484
H 0.218526 5.244419 -1.075098 0.000 -0.004 0.013 0.454
H 0.470309 2.632341 -1.888475 -0.027 0.008 0.013 0.395
H -5.793327 -0.073147 -0.548986 -0.014 0.004 0.013 0.453
H -4.619180 -1.186906 -1.938111 0.010 0.006 -0.028 0.507
H -3.194596 -0.471315 -4.164826 0.011 0.016 0.012 0.423
H -1.284621 1.205355 -3.178002 -0.003 -0.038 0.007 0.600
C 1.835827 -3.886807 -1.670352 0.020 -0.043 0.014 -1.449
C 2.317797 -3.175951 -0.459092 0.018 0.050 -0.042 -0.013
N 1.870668 -2.033491 0.019936 -0.113 -0.090 0.080 0.471
C 2.530657 -1.828722 1.196631 0.045 -0.017 0.040 0.077
C 3.437603 -2.833692 1.421555 -0.068 0.035 0.030 -0.205
N 3.283096 -3.671769 0.356072 -0.015 -0.049 -0.034 -0.030
C 4.433612 -3.179716 2.466851 0.018 -0.030 -0.143 0.488
O 4.560933 -2.349498 3.483345 -0.152 0.250 0.073 -0.551
O 5.097469 -4.180826 2.344559 -0.029 0.007 0.025 -0.620
C 2.112835 -0.717288 2.061166 0.104 0.200 -0.061 1.006
O 2.697786 -0.416850 3.090746 0.112 -0.142 0.052 -0.941
O 1.075121 -0.066914 1.620856 0.004 -0.070 -0.013 0.486
H 0.920462 -3.422291 -2.021733 -0.017 0.021 -0.007 0.212
H 1.638790 -4.933166 -1.431588 0.012 0.009 -0.006 0.456
H 2.571614 -3.849824 -2.475286 -0.012 0.022 -0.006 0.323
H 3.803278 -4.529937 0.253243 0.014 -0.007 0.007 0.246
H 3.926446 -1.583897 3.414736 0.033 -0.117 -0.010 0.430
N 2.892236 0.765836 -0.641251 0.031 0.025 -0.054 -0.382
C 3.314983 0.216594 -1.927511 0.001 0.011 0.044 -0.804
C 2.206367 0.314380 -2.973534 -0.052 0.077 -0.110 -0.383
C 1.022799 -0.597423 -2.723339 0.127 -0.141 -0.037 0.217
O 0.802319 -1.559413 -3.418359 -0.045 -0.005 -0.001 -0.652
O 0.242061 -0.241502 -1.723526 0.359 0.445 0.254 -0.454
H 2.838963 1.777476 -0.677502 -0.015 0.008 -0.024 0.206
H 3.564181 0.534392 0.080838 0.024 0.017 -0.013 0.220
H 3.578258 -0.832895 -1.777869 -0.022 0.009 0.003 0.258
H 4.202955 0.711035 -2.338557 0.015 -0.010 0.022 0.493
H 2.610051 0.048501 -3.949496 -0.003 0.002 0.002 0.431
H 1.847510 1.347017 -3.028520 0.059 -0.002 0.013 0.167
Se -1.297264 -2.203058 0.525374 -0.206 -0.222 -0.092 -0.498
```
Positions in Å, forces in eV/Å.

Values from the calculation:
- relative energy (zero: lowest compared OMol25 entry of this formula, charge and spin) (kcal/mol) = 3.2
- E (hartree) = -4470.6665
- frontier orbital gap (Eh) = 0.26687
- E_HOMO (eV) = -7.252
- M (g mol⁻¹) = 845.509